1.
{"formula": "C2H8S2", "method": "the ωB97M-V functional and the def2-TZVPD basis", "gap_ev": 10.0, "homo_energy_ev": -9.803, "mol_weight_da": 96.2, "species": ["S", "S", "H", "H", "C", "C", "H", "H", "H", "H", "H", "H"], "positions_angstrom": [[3.63768, -1.30933, 3.69152], [4.76263, -1.16371, 1.90805], [2.40176, -1.59329, 3.19782], [5.13147, -2.47701, 1.88592], [-1.26638, 0.82346, -1.60406], [-2.73186, 0.78087, -1.04337], [-0.88881, 1.83995, -1.54273], [-1.25969, 0.50185, -2.64223], [-0.62291, 0.16432, -1.02725], [-2.94697, 1.70298, -0.50829], [-3.40385, 0.82601, -1.89870], [-2.81307, -0.09610, -0.41669]], "forces_ev_per_a": [[0.1012, 0.0766, -0.6452], [-0.5034, -0.7473, 0.8008], [0.4947, 0.0975, -0.0563], [-0.0937, 0.5736, -0.0999], [-0.9254, 0.0987, 0.3805], [1.2728, 0.7035, -0.8970], [0.2437, 0.0078, -0.1241], [0.1780, -0.0294, -0.0428], [0.1632, 0.0624, -0.0218], [0.0460, -0.1925, 0.4825], [-0.3063, -0.5814, 0.1960], [-0.6708, -0.0694, 0.0274]]}

***

2.
{"formula": "C44H98Br2N2O13P", "method": "the ωB97M-V functional and the def2-TZVPD basis", "total_charge": 1, "gap_ev": 7.4, "homo_energy_ev": -10.812, "mol_weight_da": 1054.1, "species": ["C", "C", "O", "C", "C", "O", "C", "N", "C", "C", "C", "N", "C", "P", "C", "C", "C", "C", "O", "O", "C", "C", "Br", "C", "C", "Br", "H", "H", "H", "H", "H", "H", "H", "H", "H", "H", "H", "H", "H", "H", "H", "H", "H", "H", "H", "H", "H", "H", "H", "H", "H", "H", "C", "C", "C", "O", "H", "H", "H", "H", "H", "H", "H", "H", "C", "C", "C", "O", "H", "H", "H", "H", "H", "H", "H", "H", "C", "C", "C", "O", "H", "H", "H", "H", "H", "H", "H", "H", "C", "C", "C", "O", "H", "H", "H", "H", "H", "H", "H", "H", "C", "C", "C", "O", "H", "H", "H", "H", "H", "H", "H", "H", "C", "C", "C", "O", "H", "H", "H", "H", "H", "H", "H", "H", "C", "C", "C", "O", "H", "H", "H", "H", "H", "H", "H", "H", "C", "C", "C", "O", "H", "H", "H", "H", "H", "H", "H", "H", "C", "C", "C", "O", "H", "H", "H", "H", "H", "H", "H", "H"], "positions_angstrom": [[6.31775, -2.49631, -0.86817], [5.20913, -1.71819, -1.57157], [4.54295, -0.86723, -0.64388], [4.12745, 0.37928, -1.13676], [2.70379, 0.29693, -1.67502], [1.97073, 1.52569, -1.32870], [0.90776, 1.30846, -0.55224], [-0.20759, 0.84971, -1.15485], [-1.37884, 0.54369, -0.52675], [-2.44863, 0.10371, -1.47405], [-2.11294, -1.27906, -2.06324], [-3.09590, -1.80588, -2.98656], [-1.45575, 0.69312, 0.88554], [-3.11303, 0.41831, 1.64111], [-3.05561, 0.17523, 3.45035], [-3.63295, -1.24561, 1.06856], [-0.29318, 1.19792, 1.52251], [-0.30762, 1.51844, 2.98856], [-0.45127, 2.61791, 3.36669], [-0.14845, 0.52203, 3.84922], [0.89177, 1.51792, 0.83474], [2.11055, 2.08925, 1.43563], [2.45970, 3.84612, 0.81013], [2.92723, 1.48218, 2.29171], [2.77695, 0.07257, 2.76650], [4.46557, 2.31439, 2.93986], [6.05374, -3.53903, -0.73638], [7.25091, -2.42534, -1.41601], [6.46782, -2.05721, 0.11337], [5.61328, -1.13588, -2.39870], [4.48870, -2.41943, -1.99462], [4.15681, 1.09510, -0.31866], [4.79364, 0.74130, -1.92120], [2.65986, 0.13641, -2.74764], [2.22399, -0.55406, -1.19574], [-0.15807, 0.72773, -2.16133], [-3.44549, 0.17538, -1.05767], [-2.41973, 0.79640, -2.31914], [-1.16568, -1.17400, -2.58751], [-1.92676, -2.00095, -1.27198], [-3.32383, -1.07530, -3.65248], [-3.96331, -1.96408, -2.48091], [-2.98859, 1.11603, 3.98135], [-4.01081, -0.29158, 3.67268], [-2.28935, -0.51129, 3.78860], [-4.43675, -1.13550, 0.35164], [-3.95372, -1.84790, 1.90814], [-2.80629, -1.77309, 0.61172], [0.16688, -0.27627, 3.40393], [3.73965, -0.42468, 2.72981], [2.04533, -0.47813, 2.17855], [2.48512, 0.08056, 3.81680], [-1.72551, 2.58284, -5.06106], [-0.63345, 1.55265, -4.82308], [0.39267, 1.54357, -5.94077], [-1.20439, 0.25418, -4.63443], [-2.27102, 2.34521, -5.97705], [-2.44458, 2.58529, -4.23923], [-1.31034, 3.58543, -5.16001], [-0.12319, 1.77915, -3.88019], [-0.06867, 1.29071, -6.89759], [1.17026, 0.80537, -5.74089], [0.85385, 2.52775, -6.02509], [-1.65811, 0.00608, -5.44867], [3.85070, 5.92846, 4.44266], [3.73336, 7.31476, 3.82278], [2.36872, 7.93997, 4.06620], [3.99843, 7.24696, 2.42127], [3.11473, 5.25276, 3.99571], [4.84007, 5.51175, 4.24786], [3.68607, 5.95039, 5.52108], [4.50522, 7.96502, 4.23571], [1.58472, 7.32318, 3.61729], [2.31591, 8.92848, 3.60977], [2.16018, 8.03802, 5.13104], [3.32705, 6.67583, 2.03258], [-1.59792, 3.11070, 7.56437], [-0.20327, 3.71758, 7.53262], [-0.16431, 4.98232, 6.69265], [0.73646, 2.76731, 7.03178], [-1.91137, 2.84015, 6.55155], [-1.60636, 2.20410, 8.16978], [-2.32752, 3.81011, 7.97440], [0.11829, 3.94287, 8.55002], [-0.43503, 4.75436, 5.65738], [0.83925, 5.40151, 6.68263], [-0.85373, 5.73802, 7.07218], [0.46927, 2.55480, 6.12947], [-5.65177, -5.71093, 0.33152], [-4.28900, -5.16108, -0.05048], [-3.26233, -6.26827, -0.22632], [-3.83328, -4.21868, 0.93212], [-5.59193, -6.24285, 1.28603], [-6.37552, -4.90554, 0.45097], [-6.03300, -6.39806, -0.42120], [-4.37137, -4.59282, -0.97887], [-3.13397, -6.81766, 0.71042], [-2.29194, -5.85370, -0.50379], [-3.57159, -6.97402, -0.99746], [-3.74824, -4.69254, 1.76710], [-6.30486, 1.49017, -1.84851], [-5.91901, 0.28102, -2.68537], [-6.96727, -0.04053, -3.73689], [-5.69678, -0.85522, -1.83968], [-7.23996, 1.29877, -1.31648], [-5.53896, 1.70544, -1.10089], [-6.44076, 2.37467, -2.47093], [-4.95948, 0.46840, -3.17432], [-7.92164, -0.27561, -3.25940], [-6.66894, -0.90846, -4.32517], [-7.12070, 0.80166, -4.41164], [-6.52602, -1.05540, -1.39044], [1.62368, -4.50520, -4.19059], [1.50676, -3.76729, -2.86836], [0.36158, -4.29356, -2.01820], [1.33461, -2.35825, -3.09833], [0.70818, -4.38109, -4.77529], [2.45014, -4.10769, -4.77931], [1.78856, -5.57135, -4.03457], [2.44249, -3.86099, -2.31515], [-0.58827, -4.15032, -2.54266], [0.31236, -3.73412, -1.08178], [0.47210, -5.35235, -1.78367], [0.51833, -2.25134, -3.60265], [-8.26362, -9.18522, -1.29014], [-8.42764, -8.33124, -0.04240], [-9.63392, -8.76202, 0.77669], [-8.53022, -6.94918, -0.39400], [-9.13990, -9.08414, -1.93584], [-7.39242, -8.86536, -1.86277], [-8.14518, -10.23909, -1.03690], [-7.52743, -8.40591, 0.57010], [-10.54937, -8.64916, 0.18991], [-9.73300, -8.14195, 1.66754], [-9.55195, -9.80448, 1.08549], [-9.31935, -6.84419, -0.93647], [8.51562, 1.37853, 3.61485], [8.55354, 2.87125, 3.32462], [9.69764, 3.55677, 4.05317], [7.30682, 3.47756, 3.67578], [8.36407, 1.20413, 4.68361], [7.68976, 0.90556, 3.08134], [9.44566, 0.89311, 3.31765], [8.65801, 3.03069, 2.25081], [9.57990, 3.44432, 5.13434], [9.70827, 4.62330, 3.83016], [10.66004, 3.13138, 3.76754], [7.18285, 3.36153, 4.62476], [5.93119, 3.70305, -5.34187], [4.64326, 2.91461, -5.17031], [3.91397, 3.29333, -3.89092], [4.91364, 1.51053, -5.18259], [6.61409, 3.49829, -4.51264], [6.43420, 3.41497, -6.26419], [5.73997, 4.77612, -5.37000], [3.99126, 3.09378, -6.02640], [4.54030, 3.07048, -3.02152], [2.99482, 2.71129, -3.79584], [3.66449, 4.35441, -3.86862], [5.50506, 1.32429, -4.44538]], "forces_ev_per_a": [[-0.2096, 0.2789, 0.0562], [-0.0028, -0.3984, -0.0443], [0.2328, 0.1441, 0.1305], [-0.1096, 0.0230, -0.1759], [0.0948, -0.2152, 0.2519], [-0.3745, -0.2461, -0.0015], [-0.0434, -0.1624, 0.3134], [-0.1408, 0.0449, 0.7758], [0.2733, 0.4214, 0.6782], [0.3070, 0.2796, -0.1419], [0.0816, -0.2055, -0.0372], [-0.0791, 0.1937, 0.2383], [0.7022, -0.4559, -0.7017], [-1.0281, 0.8129, -0.2798], [0.4922, -0.2429, -0.1708], [0.6040, 0.1684, 0.0143], [0.0384, -0.1629, -0.6782], [0.2460, -1.0649, -0.5768], [-0.4766, 2.2009, 0.6405], [0.4162, -0.8025, 0.3112], [-0.3708, -0.3281, -0.7994], [0.0805, 0.4507, 0.1388], [-0.1195, 0.0457, 0.0467], [-0.0658, -0.2674, -0.1306], [-0.0821, 0.1603, 0.2614], [0.2998, 0.1646, 0.0758], [0.0364, -0.1611, 0.0199], [0.1284, -0.1044, -0.0612], [0.1015, 0.0310, 0.1301], [0.0271, 0.2178, -0.0385], [-0.1706, 0.0329, -0.1515], [-0.0369, 0.0582, 0.1445], [0.1840, 0.0203, -0.0133], [-0.1108, 0.2234, -0.1412], [-0.1383, -0.0554, 0.0307], [-0.0447, -0.0696, -0.1075], [-0.0652, -0.1962, 0.2344], [-0.0919, 0.1210, -0.0656], [0.1112, -0.0516, -0.1020], [-0.1413, -0.1363, 0.1276], [0.1024, -0.0950, -0.2144], [-0.0133, -0.1034, -0.0602], [0.0648, 0.1267, 0.1143], [-0.2379, 0.1301, -0.0109], [0.0943, -0.0700, 0.1497], [-0.1404, -0.1607, -0.0911], [-0.1592, -0.0266, 0.1204], [0.0235, -0.2537, -0.1082], [-0.1252, -0.0762, 0.0525], [0.0717, -0.1788, -0.2137], [-0.0001, -0.1276, -0.0953], [-0.0572, -0.0375, 0.0709], [-0.0724, -0.0533, 0.1558], [-0.1060, 0.1768, -0.3472], [0.1436, -0.0987, 0.1721], [0.0059, -0.0568, 0.2163], [0.0389, 0.0221, -0.0540], [0.0253, 0.0204, 0.0049], [0.0065, -0.0006, -0.0143], [0.0250, 0.0272, -0.0068], [-0.0801, 0.0691, 0.0012], [0.0323, 0.0406, -0.0010], [0.0449, -0.0162, -0.0816], [0.0607, -0.0395, -0.0107], [0.1005, 0.0188, -0.0460], [-0.2402, -0.2151, 0.0297], [0.0259, 0.0684, -0.0544], [0.1086, 0.0870, 0.0030], [-0.0560, 0.0245, 0.0429], [0.0066, 0.0224, 0.0013], [-0.0286, 0.0218, -0.0028], [0.0672, 0.0142, -0.0807], [-0.0090, -0.0547, 0.0481], [0.0252, 0.0001, 0.0135], [-0.0197, -0.0187, 0.0520], [0.0068, -0.0092, 0.0024], [0.0184, -0.0919, 0.0883], [-0.2074, 0.0087, -0.2555], [0.0391, 0.0632, -0.0367], [0.0568, -0.0525, 0.0649], [-0.0084, 0.0644, -0.0257], [0.0088, 0.0150, 0.0212], [-0.0038, 0.0096, -0.0149], [0.0777, -0.0577, 0.0118], [-0.0737, -0.0082, 0.0171], [0.0891, 0.0436, 0.0374], [-0.0108, -0.0148, -0.0047], [0.0159, 0.0105, -0.0179], [0.0418, 0.1495, 0.0377], [-0.0214, -0.2859, 0.1888], [0.1105, 0.0960, -0.0364], [0.0326, 0.0375, -0.1296], [0.0334, -0.0557, -0.0275], [-0.0227, -0.0079, -0.0416], [-0.0266, -0.0028, -0.0107], [0.0290, 0.0959, 0.0244], [-0.0572, -0.0394, -0.0083], [-0.0143, 0.0086, -0.0249], [-0.0142, -0.0152, 0.0067], [-0.0244, -0.0427, -0.0069], [0.1451, -0.0239, 0.0744], [-0.3740, 0.1370, 0.0372], [0.0828, -0.1182, -0.0415], [0.1075, 0.0341, 0.0558], [-0.0394, 0.0137, -0.0483], [0.0086, 0.0100, -0.0099], [-0.0189, -0.0021, -0.0098], [0.0315, -0.0507, 0.0386], [-0.0196, 0.0635, 0.0090], [0.0180, 0.0089, -0.0114], [-0.0120, 0.0153, 0.0128], [-0.0247, -0.0328, -0.0167], [0.0797, 0.0973, -0.0418], [-0.2427, -0.1135, -0.1381], [-0.0368, 0.2053, 0.0911], [0.0557, 0.0141, 0.1474], [-0.0379, -0.0485, 0.0355], [0.0217, -0.0098, 0.0158], [-0.0171, -0.0069, 0.0085], [0.0382, 0.1127, 0.0085], [-0.0048, -0.0679, -0.0177], [-0.0130, -0.0490, 0.0314], [0.0393, -0.0059, -0.0491], [0.0486, -0.0063, -0.0808], [0.1149, 0.0703, -0.0329], [-0.2685, -0.1287, -0.1431], [0.0274, 0.0962, 0.0962], [0.0974, 0.0008, 0.0478], [-0.0407, -0.0401, 0.0320], [0.0144, -0.0077, 0.0194], [-0.0170, -0.0065, 0.0038], [0.0308, 0.0746, 0.0072], [0.0051, -0.0562, -0.0373], [0.0231, -0.0083, 0.0084], [-0.0047, -0.0102, -0.0156], [-0.0193, 0.0015, 0.0029], [-0.1171, -0.0167, -0.0786], [0.1260, -0.1319, 0.2595], [-0.0388, 0.1217, -0.0442], [-0.1635, -0.0266, -0.0979], [0.0620, 0.0118, 0.0187], [0.0135, 0.0082, -0.0225], [0.0129, 0.0041, 0.0134], [-0.0725, 0.0490, -0.0256], [0.0230, -0.0640, 0.0046], [0.0034, -0.0046, -0.0275], [0.0011, -0.0166, 0.0093], [0.0453, 0.0496, 0.0291], [0.0152, -0.0468, -0.0951], [0.2046, 0.0945, 0.2403], [-0.0880, -0.1246, -0.0230], [-0.2061, -0.0288, -0.0492], [-0.0290, 0.0409, 0.0460], [-0.0200, 0.0068, -0.0175], [-0.0014, 0.0039, 0.0181], [-0.0056, -0.0992, -0.0470], [0.0233, 0.0806, 0.0091], [-0.0296, 0.0430, 0.0043], [0.0012, 0.0067, 0.0164], [0.0830, 0.0047, -0.0464]]}